[1]
The ion C3H6O3P with charge -1. Source: the Open Molecules 2025 dataset; level of theory: the ωB97M-V functional and the def2-TZVPD basis.

Geometry as XYZ:
```
13
Properties=species:S:1:pos:R:3:mulliken_charge:R:1
C 0.81772 0.04615 -0.36362 0.093
C 1.85256 0.43776 0.59974 -0.909
C -2.47683 0.79433 0.44577 0.551
O 1.34632 -0.80753 -1.28911 -0.526
O -2.06852 1.88106 0.77705 -0.506
O -3.46817 0.17467 0.15395 -0.538
P -0.80498 -0.60138 0.08212 -0.161
H 1.38911 0.95614 1.47064 0.278
H 2.57968 1.23446 0.09661 0.201
H 2.27571 -0.50056 0.91549 0.271
H 0.69947 -0.83113 -2.04764 0.305
H -1.01575 -2.02015 0.46601 0.006
H -1.12633 -0.76383 -1.30701 -0.065
```

Summary:
- SMILES string = CC(O)=[PH2]C(=O)[O-]
- HOMO (eV) = -1.94
- LUMO level (eV) = 3.987
- energy relative to the best compared isomer or geometry (same formula, charge and spin) (kJ/mol) = 483.50
- orbital gap (eV) = 5.926
- charge = -1
- energy (Eh) = -684.92649

[2]
A structure of composition C10H19MgNO. Source: the Open Molecules 2025 dataset; level of theory: the ωB97M-V functional and the def2-TZVPD basis.

Geometry as XYZ:
```
32
Properties=species:S:1:pos:R:3:mulliken_charge:R:1
C 0.54181 -2.53496 3.16018 -0.276
C -0.52578 -2.30353 2.24063 -0.344
C -1.80922 -1.98494 1.26048 0.429
C -1.84583 -0.44103 0.67583 -0.159
C -1.02354 0.63988 1.65237 -0.239
N -1.62938 2.04965 1.48598 -0.585
O -1.49359 -0.31977 -0.74728 -0.281
C -0.12559 -0.77898 -1.03048 -0.217
C 0.75629 0.43973 -1.72502 0.050
C -0.13184 1.80503 -1.98425 -1.245
C 2.04709 0.83664 -0.75423 -0.448
C 3.49045 0.39029 -1.39795 -0.997
H 1.29652 -2.53349 4.08245 0.392
H -2.77720 -2.11884 1.93377 0.474
H -1.89126 -2.75759 0.36715 -0.439
H -2.98651 -0.09880 0.76072 0.331
H 0.13601 0.61828 1.48016 0.041
H -1.25871 0.33564 2.76366 0.450
H -2.31456 2.02739 0.68031 0.265
H -2.20961 2.24981 2.33561 0.322
H -0.14818 -1.67917 -1.80062 0.275
H 0.47878 -1.15345 -0.10093 0.213
H 1.19634 0.09174 -2.76581 0.482
H 0.48479 2.59209 -2.63461 0.374
H -1.13813 1.61910 -2.55201 0.274
H -0.28349 2.34139 -0.93192 0.279
H 2.02407 2.01782 -0.64679 0.347
H 1.97790 0.37134 0.32218 0.168
H 3.29504 -0.58276 -2.05451 0.264
H 3.92056 1.22634 -2.13191 0.278
H 4.23616 0.17771 -0.50876 0.318
Mg -2.28939 -2.54257 -1.43438 1.202
```

Summary:
- HOMO (eV) = -15.68
- LUMO level (eV) = -11.704
- energy relative to the best compared isomer or geometry (same formula, charge and spin) (kJ/mol) = 256.34
- orbital gap (eV) = 3.977
- charge = +2
- energy (Eh) = -721.48691

[3]
A structure of composition C25H20MnN8O6S. Source: the Open Molecules 2025 dataset; level of theory: the ωB97M-V functional and the def2-TZVPD basis.

Geometry as XYZ:
```
61
Properties=species:S:1:pos:R:3:mulliken_spin:R:1
Mn 0.15076 -0.59902 -0.07383 0.995
N -2.43128 1.13999 -2.87532 0.000
C -1.17131 0.80450 -2.60029 0.000
N -1.16264 -0.11754 -1.66027 -0.013
C -2.48183 -0.24591 -1.35350 0.014
N -3.29442 0.49134 -2.06592 0.002
C -2.85182 -1.05001 -0.18929 -0.010
C -4.12356 -1.54489 0.07999 -0.004
N -4.37082 -2.24172 1.17925 0.003
C -3.34424 -2.45430 2.00256 0.002
C -2.07065 -1.98370 1.73168 0.005
N -1.82919 -1.27320 0.63219 -0.016
H -2.76152 1.87288 -3.47847 0.000
H -0.31287 1.20513 -3.11299 -0.002
H -4.93879 -1.36376 -0.60865 0.000
H -3.53901 -3.01398 2.90865 0.000
H -1.23923 -2.16874 2.39962 0.003
C 4.55786 3.70775 -3.98590 0.000
C 4.15583 2.60196 -3.04852 0.000
C 5.02121 1.55161 -2.77273 0.000
C 4.65157 0.52231 -1.91727 -0.001
C 3.39726 0.55185 -1.33131 -0.011
C 2.51787 1.60266 -1.57347 0.005
C 2.90715 2.61916 -2.42568 0.001
S 2.87484 -0.84475 -0.39875 0.004
O 2.13371 -0.33450 0.79001 0.012
O 4.01931 -1.67081 -0.12821 0.000
N 1.73760 -1.46968 -1.29284 0.002
C 1.41866 -2.79599 -1.00411 -0.004
C 2.20017 -3.91061 -1.30945 0.001
C 1.69253 -5.15413 -1.00548 0.001
C 0.43334 -5.26357 -0.41400 -0.001
C -0.25325 -4.10605 -0.12247 0.003
N 0.23455 -2.89049 -0.39518 -0.008
H 5.30640 3.36677 -4.70006 0.000
H 4.98508 4.54986 -3.43727 0.000
H 3.69885 4.08160 -4.54260 0.000
H 6.00038 1.53138 -3.23613 0.000
H 5.32247 -0.29770 -1.70316 0.000
H 1.56082 1.64729 -1.06544 0.007
H 2.23785 3.45462 -2.59843 0.000
H 3.16916 -3.77385 -1.76524 -0.001
H 2.26617 -6.04348 -1.23244 0.000
H 0.00083 -6.22582 -0.18132 0.000
H -1.23015 -4.14299 0.34634 0.000
O -1.76719 2.62398 -0.17575 0.001
C -1.14642 1.97288 0.65647 -0.007
O -0.10362 1.26169 0.42230 0.012
C -1.66141 1.93678 2.08596 0.002
C -1.11268 1.07124 3.02551 0.005
C -1.64522 0.98435 4.30196 0.001
C -2.71439 1.80079 4.61368 0.000
C -3.25954 2.70280 3.71989 0.000
C -2.72509 2.75917 2.44271 0.000
N -3.30961 1.70149 5.96857 0.000
O -4.07561 2.57797 6.31123 0.000
O -3.02349 0.72640 6.63450 0.000
H -0.24555 0.48207 2.75718 0.000
H -1.24167 0.31532 5.04755 0.000
H -4.08335 3.33055 4.02460 0.000
H -3.13082 3.43106 1.69936 0.000
```

Summary:
- HOMO (spin up / spin down) (eV) = -8.57 / -8.25
- multiplicity = 2
- LUMO level (spin up / spin down) (eV) = -0.629 / -0.658
- energy relative to the best compared isomer or geometry (same formula, charge and spin) (kJ/mol) = 173.94
- ⟨S²⟩ = 1.247
- orbital gap (spin up / spin down) (eV) = 7.939 / 7.588
- charge = 0
- energy (Eh) = -3403.29839

[4]
A structure of composition C26H25F10MoN3SbSe. Source: the Open Molecules 2025 dataset; level of theory: the ωB97M-V functional and the def2-TZVPD basis.

Geometry as XYZ:
```
67
Properties=species:S:1:pos:R:3:mulliken_spin:R:1
Mo 0.20721 0.23405 0.31621 2.180
C 0.72020 2.91714 2.04576 0.036
N 0.27180 2.46204 0.70494 -0.097
C -1.11938 2.93710 0.48219 0.003
C -1.72614 2.23704 -0.71119 0.040
N -1.40244 0.80539 -0.60682 0.009
C -2.22690 -0.05621 -1.37785 -0.059
C -2.13668 -0.08188 -2.76766 0.007
F -1.22523 0.68921 -3.36729 0.001
C -2.94144 -0.89313 -3.54022 0.001
F -2.81702 -0.90346 -4.86087 0.000
C -3.87887 -1.70714 -2.92428 0.002
F -4.65549 -2.49087 -3.65169 0.000
C -4.00176 -1.69670 -1.54734 -0.007
F -4.90478 -2.47377 -0.95884 0.000
C -3.18477 -0.87772 -0.78858 -0.012
F -3.33230 -0.86885 0.53117 0.005
C 1.20805 3.02312 -0.31346 0.009
C 2.36654 2.06666 -0.47350 0.033
N 1.81246 0.71291 -0.69228 0.040
C 2.21143 0.07752 -1.89459 -0.046
C 1.85991 0.59231 -3.14104 -0.005
F 1.14288 1.71827 -3.19457 0.000
C 2.23051 -0.01615 -4.32168 0.006
F 1.86665 0.50110 -5.48682 0.000
C 2.98537 -1.17720 -4.28393 0.004
F 3.33764 -1.77842 -5.40708 0.000
C 3.37105 -1.70240 -3.06603 -0.001
F 4.09292 -2.81790 -3.01846 0.000
C 2.99460 -1.07057 -1.89695 -0.019
F 3.39855 -1.58565 -0.73645 0.003
H 0.70187 4.01000 2.08642 0.006
H 0.06928 2.52439 2.81064 0.001
H 1.73320 2.57089 2.23844 -0.003
H -1.68575 2.67971 1.37570 -0.003
H -1.13274 4.02295 0.36529 0.006
H -2.80690 2.38156 -0.69715 -0.001
H -1.35714 2.64149 -1.65491 -0.006
H 0.68840 3.11579 -1.26304 -0.005
H 1.53442 4.01512 0.00546 0.002
H 2.97810 2.36610 -1.32222 0.003
H 3.01318 2.07402 0.40478 -0.013
Se 0.20779 -0.72671 2.56817 -0.072
C 0.06054 0.51957 4.02390 0.031
C 1.18161 0.82519 4.78365 -0.002
C 1.05934 1.68720 5.86611 0.003
C -0.17581 2.23562 6.18733 -0.005
C -1.29513 1.91454 5.42994 0.003
C -1.18193 1.05191 4.34785 0.001
H 2.14329 0.39342 4.53360 0.001
H 1.93213 1.92602 6.46239 0.000
H -0.26787 2.90386 7.03422 0.000
H -2.26282 2.32990 5.68592 0.000
H -2.05353 0.78737 3.76164 0.000
C -1.63521 -3.60507 0.46036 0.007
Sb 0.09686 -2.59008 -0.22672 -0.098
C 0.23260 -3.32271 -2.21910 0.001
C 1.50612 -3.78001 0.81814 0.007
H -1.39618 -4.66818 0.49318 -0.002
H -2.48211 -3.45357 -0.20228 0.000
H -1.88579 -3.25624 1.45868 0.003
H -0.40787 -4.20216 -2.30260 -0.002
H 1.26245 -3.61155 -2.43341 0.000
H -0.09123 -2.56624 -2.93439 0.002
H 1.50100 -4.77953 0.38358 -0.001
H 1.19065 -3.83632 1.85789 0.001
H 2.50060 -3.35411 0.76174 -0.001
```

Summary:
- HOMO (spin up / spin down) (eV) = -11.43 / -11.51
- multiplicity = 3
- LUMO level (spin up / spin down) (eV) = -3.093 / -4.168
- energy relative to the best compared isomer or geometry (same formula, charge and spin) (kJ/mol) = 0.00
- ⟨S²⟩ = 2.022
- orbital gap (spin up / spin down) (eV) = 8.338 / 7.337
- charge = +1
- energy (Eh) = -4878.28507

[5]
The molecule C6H13NS. Source: the Open Molecules 2025 dataset; level of theory: the ωB97M-V functional and the def2-TZVPD basis.

Geometry as XYZ:
```
21
Properties=species:S:1:pos:R:3:mulliken_charge:R:1
C 1.63174 0.87988 0.09999 -1.617
C 0.73668 -0.21950 -0.56506 0.761
C 1.55424 -1.51818 -0.49655 -1.523
C -0.63516 -0.33838 -0.00628 0.778
C -1.34665 1.02992 0.38760 -0.941
C -0.97848 -1.32787 0.99424 -1.440
H 2.58372 0.87137 -0.45643 0.399
H 1.30307 1.88561 0.07003 0.454
H 1.97910 0.67027 1.10134 0.369
H 0.57938 0.09455 -1.58012 0.238
H 2.13811 -1.50298 0.38336 0.377
H 0.89020 -2.38807 -0.45726 0.416
H 2.31711 -1.66356 -1.33279 0.308
H -0.92935 1.64222 1.25035 0.354
H -2.39305 0.73039 0.68511 0.556
H -2.06386 2.68379 -0.51166 0.284
H -2.26138 1.25751 -1.33953 0.285
H -1.51752 -0.83041 1.80996 0.369
H -0.30215 -2.15093 1.30343 0.364
N -1.50036 1.83995 -0.77975 -0.652
S -1.78538 -1.64556 -0.55998 -0.139
```

Summary:
- SMILES string = CC(C)[C@]1(CN)CS1
- HOMO (eV) = -8.88
- LUMO level (eV) = 0.882
- energy relative to the best compared isomer or geometry (same formula, charge and spin) (kJ/mol) = 138.35
- orbital gap (eV) = 9.762
- charge = 0
- energy (Eh) = -689.30128

no.,F_max (eV Å⁻¹)
1,3.38
2,10.25
3,0.98
4,0.55
5,3.56